1.
Here is a 10-piece molecular cluster, C30H58N6O18 overall from the Open Molecules 2025 dataset. Energies are from wB97M-V/def2-TZVPD.

Values from the calculation:
Structure (SMILES): O=C1OCCO1.O=C1OCCO1.O=C1OCCO1.O=C1OCCO1.CNC(C)=O.CNC(C)=O.CNC(C)=O.CNC(C)=O.CNC(C)=O.CNC(C)=O
ΔE to the lowest compared entry with this formula, charge and spin: 4.366 eV
Charge: 0

Last column: Löwdin charge in e.
Cartesian coordinates (Å):
O1 6.004 -4.925 -0.846  0.146
C1 6.119 -3.783 -0.480  -0.578
O2 5.298 -2.759 -0.804  0.069
C2 5.703 -1.577 -0.192  -0.146
C3 7.080 -1.908 0.301  -0.108
O3 7.175 -3.333 0.170  0.086
H1 5.693 -0.687 -0.821  0.136
H2 5.002 -1.394 0.623  0.132
H3 7.288 -1.617 1.330  0.132
H4 7.874 -1.422 -0.265  0.131
O4 3.934 6.980 -3.718  0.133
C4 4.308 6.653 -4.834  -0.513
O5 4.418 5.390 -5.295  0.058
C5 5.020 5.333 -6.534  -0.140
C6 4.926 6.784 -7.014  -0.144
O6 4.614 7.469 -5.864  0.066
H5 6.062 5.044 -6.393  0.135
H6 4.410 4.679 -7.157  0.136
H7 4.157 6.831 -7.785  0.134
H8 5.930 7.100 -7.300  0.135
O7 0.594 -9.690 -0.673  0.118
C7 0.666 -8.974 -1.679  -0.549
O8 -0.003 -7.795 -1.782  0.055
C8 0.319 -7.151 -2.996  -0.115
C9 0.819 -8.368 -3.772  -0.136
O9 1.346 -9.200 -2.770  0.100
H9 -0.580 -6.752 -3.465  0.133
H10 1.114 -6.408 -2.929  0.134
H11 1.602 -8.005 -4.437  0.128
H12 0.161 -8.892 -4.465  0.134
O10 8.299 4.210 -1.110  0.129
C10 8.118 4.922 -0.136  -0.577
O11 8.551 6.156 -0.067  0.093
C11 8.207 6.748 1.183  -0.107
C12 7.218 5.743 1.747  -0.133
O12 7.418 4.597 0.969  0.062
H13 9.037 6.934 1.865  0.131
H14 7.641 7.670 1.053  0.131
H15 6.244 6.083 1.395  0.133
H16 7.278 5.537 2.816  0.139
C13 0.808 -3.319 3.983  -0.047
N1 0.285 -2.472 5.063  0.006
C14 0.857 -1.413 5.616  -0.629
C15 0.017 -0.771 6.628  -0.017
O13 1.962 -1.009 5.352  0.056
H17 0.385 -4.324 3.982  0.080
H18 1.898 -3.339 3.971  0.087
H19 0.437 -2.890 3.053  0.079
H20 -0.658 -2.669 5.366  0.128
H21 -0.958 -1.207 6.842  0.075
H22 -0.111 0.311 6.607  0.089
H23 0.541 -0.963 7.564  0.093
C16 -3.829 5.401 8.359  -0.048
N2 -4.442 4.054 8.493  0.016
C17 -5.073 3.650 9.540  -0.587
C18 -5.404 2.161 9.685  0.005
O14 -5.441 4.504 10.373  0.002
H24 -4.600 6.113 8.065  0.080
H25 -3.086 5.475 7.565  0.076
H26 -3.337 5.815 9.239  0.085
H27 -4.222 3.335 7.818  0.136
H28 -4.652 1.657 10.292  0.082
H29 -5.515 1.659 8.724  0.072
H30 -6.362 2.197 10.205  0.082
C19 -8.394 4.674 3.486  -0.075
N3 -8.681 3.275 3.208  0.008
C20 -7.792 2.275 3.364  -0.536
C21 -8.236 0.830 3.056  -0.002
O15 -6.614 2.436 3.720  0.003
H31 -7.977 5.214 2.636  0.080
H32 -7.625 4.833 4.243  0.081
H33 -9.264 5.238 3.823  0.082
H34 -9.645 2.991 3.101  0.130
H35 -9.298 0.826 2.809  0.067
H36 -7.864 0.172 3.840  0.083
H37 -7.703 0.491 2.168  0.079
C22 -0.667 2.681 0.919  -0.091
N4 -1.158 1.358 0.497  0.029
C23 -1.203 1.011 -0.798  -0.563
C24 -0.620 1.913 -1.889  0.001
O16 -1.624 -0.095 -1.099  0.014
H38 -1.091 3.575 0.462  0.073
H39 0.391 2.879 0.747  0.081
H40 -0.818 2.866 1.982  0.080
H41 -1.699 0.743 1.088  0.142
H42 -1.094 1.674 -2.841  0.082
H43 0.460 1.773 -1.953  0.089
H44 -0.833 2.963 -1.689  0.063
C25 2.288 -2.274 -7.721  -0.087
N5 2.432 -2.932 -9.006  -0.022
C26 3.297 -2.469 -10.006  -0.530
C27 3.423 -3.393 -11.211  -0.012
O17 3.977 -1.458 -9.920  0.040
H45 3.246 -2.459 -7.235  0.088
H46 1.414 -2.571 -7.142  0.079
H47 2.049 -1.217 -7.838  0.083
H48 2.072 -3.868 -9.120  0.121
H49 3.739 -2.754 -12.036  0.080
H50 2.453 -3.846 -11.416  0.074
H51 4.272 -4.061 -11.065  0.085
C28 -5.142 -5.154 0.861  -0.044
N6 -5.602 -4.792 -0.503  0.005
C29 -6.346 -5.537 -1.310  -0.559
C30 -6.445 -5.017 -2.715  -0.020
O18 -6.858 -6.645 -1.028  0.007
H52 -4.332 -5.875 0.751  0.084
H53 -5.911 -5.626 1.472  0.082
H54 -4.807 -4.243 1.359  0.078
H55 -5.226 -3.943 -0.902  0.130
H56 -6.488 -5.777 -3.496  0.082
H57 -5.632 -4.369 -3.044  0.072
H58 -7.389 -4.494 -2.861  0.083

2.
Here is C30H59B3Cl36N2O5S as an isolated structure from the Open Molecules 2025 dataset. Energies are from wB97M-V/def2-TZVPD.

Values from the calculation:
ΔE to the lowest compared entry with this formula, charge and spin: 0.000 eV
Charge: 0

Last column: Löwdin charge in e.
Cartesian coordinates (Å):
C1 0.695 2.172 -5.599  -0.085
C2 0.851 0.688 -5.294  -0.274
O1 0.416 0.483 -3.941  -0.183
C3 -0.877 -0.094 -3.806  -0.084
B1 -1.044 -0.379 -2.255  -0.530
O2 -1.311 -1.633 -1.719  0.137
B2 -0.313 -1.876 -0.797  -0.514
O3 0.103 -0.899 0.078  0.209
B3 -0.486 0.340 -0.113  -0.592
C4 -0.649 1.406 1.019  -0.048
C5 0.016 1.037 2.359  -0.193
C6 0.742 2.212 3.031  -0.212
C7 2.236 2.315 2.710  -0.209
C8 3.019 1.016 3.014  -0.177
C9 3.335 0.370 1.626  -0.302
C10 3.551 -1.127 1.679  -0.416
S1 3.768 -1.816 -0.024  0.979
C11 3.824 -0.400 -1.021  -0.720
N1 4.852 0.331 -1.308  0.076
N2 4.379 1.358 -2.106  0.029
C12 3.108 1.184 -2.245  -0.146
O4 2.688 0.076 -1.583  0.041
O5 -0.919 0.686 -1.394  0.311
H1 0.673 2.348 -6.670  0.070
H2 1.513 2.714 -5.135  0.050
H3 -0.222 2.504 -5.121  0.072
H4 1.900 0.402 -5.306  0.074
H5 0.266 0.069 -5.963  0.055
H6 -1.621 0.675 -4.049  0.116
H7 -1.022 -0.977 -4.425  0.101
H8 0.268 -2.913 -0.802  0.126
H9 -1.713 1.597 1.144  0.106
H10 -0.206 2.326 0.627  0.121
H11 -0.787 0.766 3.039  0.076
H12 0.629 0.146 2.268  0.093
H13 0.263 3.114 2.662  0.041
H14 0.648 2.144 4.114  0.111
H15 2.328 2.527 1.645  0.084
H16 2.701 3.158 3.217  0.099
H17 2.444 0.360 3.661  0.112
H18 3.968 1.296 3.459  0.053
H19 4.185 0.911 1.235  0.036
H20 2.441 0.555 1.040  0.089
H21 2.663 -1.599 2.083  0.075
H22 4.444 -1.417 2.221  0.058
H23 2.410 1.796 -2.776  0.132
C13 7.420 2.288 3.019  -1.008
Cl1 6.417 3.366 4.003  0.524
Cl2 6.584 0.757 2.733  0.579
H24 7.617 2.765 2.066  0.020
H25 8.350 2.086 3.536  -0.056
C14 -3.892 -1.705 1.768  -0.998
Cl3 -3.433 -0.503 2.984  0.553
Cl4 -2.651 -1.896 0.508  0.759
H26 -4.040 -2.655 2.260  -0.043
H27 -4.810 -1.386 1.296  -0.055
C15 -2.009 -0.845 -8.252  -0.973
Cl5 -1.553 -2.352 -7.442  0.552
Cl6 -2.032 0.503 -7.118  0.564
H28 -1.285 -0.643 -9.033  0.031
H29 -3.000 -0.952 -8.679  0.024
C16 -7.916 -2.547 1.455  -1.027
Cl7 -7.444 -1.354 2.676  0.549
Cl8 -6.674 -2.729 0.213  0.568
H30 -8.058 -3.504 1.941  -0.031
H31 -8.843 -2.219 0.992  -0.079
C17 10.002 -0.996 2.761  -1.035
Cl9 10.523 -2.508 3.521  0.526
Cl10 10.094 0.369 3.885  0.544
H32 10.646 -0.793 1.910  -0.071
H33 8.974 -1.103 2.436  0.004
C18 -3.452 -4.318 -4.950  -1.030
Cl11 -5.003 -4.978 -5.486  0.502
Cl12 -3.638 -3.189 -3.602  0.549
H34 -2.819 -5.137 -4.629  0.027
H35 -3.000 -3.785 -5.776  -0.055
C19 5.555 2.535 -4.742  -1.032
Cl13 4.408 1.603 -5.718  0.535
Cl14 7.072 2.822 -5.609  0.499
H36 5.105 3.491 -4.502  0.026
H37 5.763 1.981 -3.836  -0.011
C20 -4.312 3.587 -8.274  -1.055
Cl15 -4.888 1.999 -8.812  0.500
Cl16 -3.675 3.530 -6.623  0.488
H38 -3.523 3.914 -8.935  -0.067
H39 -5.140 4.284 -8.303  0.028
C21 5.029 5.180 0.780  -1.009
Cl17 3.429 5.933 0.725  0.505
Cl18 4.948 3.467 0.363  0.561
H40 5.674 5.686 0.072  0.026
H41 5.425 5.272 1.785  0.001
C22 -2.168 -5.764 1.353  -0.996
Cl19 -3.753 -4.986 1.438  0.529
Cl20 -2.291 -7.465 0.893  0.517
H42 -1.572 -5.243 0.612  0.021
H43 -1.699 -5.700 2.327  0.030
C23 9.275 -2.959 7.157  -1.040
Cl21 8.713 -1.287 7.091  0.495
Cl22 8.128 -4.013 7.995  0.499
H44 9.401 -3.319 6.143  -0.016
H45 10.220 -2.986 7.686  0.025
C24 -11.419 -0.306 0.826  -0.981
Cl23 -11.098 -1.933 1.450  0.565
Cl24 -9.954 0.678 0.776  0.524
H46 -11.813 -0.396 -0.179  0.027
H47 -12.141 0.174 1.475  0.027
C25 -8.131 1.132 5.215  -1.037
Cl25 -9.439 2.288 4.929  0.497
Cl26 -8.422 0.151 6.657  0.498
H48 -8.063 0.473 4.360  -0.061
H49 -7.206 1.680 5.349  0.027
C26 11.804 -0.024 -1.245  -0.999
Cl27 11.275 1.658 -1.313  0.513
Cl28 10.619 -1.052 -0.423  0.570
H50 11.935 -0.391 -2.255  0.025
H51 12.739 -0.073 -0.700  0.027
C27 -1.517 6.665 -7.491  -1.009
Cl29 -0.408 7.959 -7.948  0.517
Cl30 -2.303 5.939 -8.903  0.560
H52 -0.960 5.891 -6.975  0.023
H53 -2.284 7.072 -6.844  0.029
C28 -8.152 -5.922 3.921  -1.033
Cl31 -9.315 -6.867 2.983  0.511
Cl32 -6.706 -5.532 2.977  0.514
H54 -8.625 -4.996 4.231  0.030
H55 -7.852 -6.505 4.786  -0.096
C29 -1.079 5.523 4.121  -1.012
Cl33 -2.167 4.559 3.113  0.522
Cl34 0.417 5.937 3.277  0.513
H56 -1.587 6.439 4.394  0.021
H57 -0.829 4.951 5.006  0.026
C30 -6.738 -7.388 7.722  -0.993
Cl35 -5.765 -6.039 7.126  0.522
Cl36 -7.659 -8.152 6.419  0.561
H58 -6.080 -8.129 8.160  0.026
H59 -7.434 -7.015 8.464  0.027

Looking at E_HOMO for the records above, in order, we have -9.45 -9.19 eV.
Looking at Kohn-Sham gap for the records above, in order, we have 9.42 9.53 eV.
Looking at maximum force for the records above, in order, we have 4.821 1.703 eV/Å.